# C4H5NO

C4H5NO in the gas phase (wB97M-V/def2-TZVPD, the OMol25 dataset).

Results
Kohn-Sham gap = 7.37 eV
Energy relative to the best compared isomer or geometry (same formula, charge and spin) = 81.85 kcal per mole
Structure (SMILES) = O[C@@H]1C=C=CN1

The geometry in ORCA input format:
```
! RIJCOSX wB97M-V def2-TZVPD def2/J DEFGRID3
* xyz 0 1
O -1.386 -1.377 0.374
C -0.273 -0.548 0.467
C -0.321 0.934 0.786
C 0.519 1.715 0.036
C 0.990 0.715 -0.915
N 0.535 -0.512 -0.754
H -2.165 -0.857 0.138
H 0.379 -0.972 1.246
H -0.853 1.243 1.687
H 1.713 0.874 -1.718
H 0.792 -1.332 -1.288
*
```

Mulliken population analysis, charges in e, atoms 1 to 6: number 1, O, carries -0.519; number 2, C, carries 0.123; number 3, C, carries -0.341; number 4, C, carries -0.790; number 5, C, carries 0.025; number 6, N, carries -0.038

---

# C4H5NO

C4H5NO in the gas phase (wB97M-V/def2-TZVPD, the OMol25 dataset).

Results
Kohn-Sham gap = 10.28 eV
Energy relative to the best compared isomer or geometry (same formula, charge and spin) = 8.62 kcal per mole
Structure (SMILES) = Cc1cocn1

The geometry in ORCA input format:
```
! RIJCOSX wB97M-V def2-TZVPD def2/J DEFGRID3
* xyz 0 1
C -1.659 -0.346 -0.030
C -0.190 -0.066 0.019
C 0.465 1.095 0.236
O 1.806 0.864 0.129
C 1.891 -0.452 -0.151
N 0.757 -1.060 -0.231
H -1.801 -1.411 -0.221
H -2.148 0.216 -0.831
H -2.169 -0.084 0.902
H 0.163 2.106 0.463
H 2.884 -0.863 -0.285
*
```

Mulliken population analysis, charges in e, atoms 1 to 6: number 1, C, carries -1.075; number 2, C, carries 0.682; number 3, C, carries -0.413; number 4, O, carries -0.323; number 5, C, carries 0.029; number 6, N, carries -0.521

---

# C4H5NO

C4H5NO in the gas phase (wB97M-V/def2-TZVPD, the OMol25 dataset).

Results
Kohn-Sham gap = 10.29 eV
Energy relative to the best compared isomer or geometry (same formula, charge and spin) = 52.77 kcal per mole
Structure (SMILES) = C#CC(=O)NC

The geometry in ORCA input format:
```
! RIJCOSX wB97M-V def2-TZVPD def2/J DEFGRID3
* xyz 0 1
C 2.562 0.371 0.323
C 1.521 -0.175 0.590
C 0.155 -0.611 0.889
O -0.252 -0.711 2.021
N -0.636 -0.802 -0.260
C -1.521 0.313 -0.587
H 3.484 0.859 0.073
H -0.065 -1.054 -1.064
H -2.203 0.031 -1.391
H -0.944 1.199 -0.886
H -2.100 0.580 0.292
*
```

Mulliken population analysis, charges in e, atoms 1 to 6: number 1, C, carries 0.123; number 2, C, carries -0.250; number 3, C, carries 0.172; number 4, O, carries -0.476; number 5, N, carries -0.317; number 6, C, carries -0.808

---

# C4H5NO

C4H5NO in the gas phase (wB97M-V/def2-TZVPD, the OMol25 dataset).

Results
Kohn-Sham gap = 11.89 eV
Energy relative to the best compared isomer or geometry (same formula, charge and spin) = 47.78 kcal per mole
Structure (SMILES) = C[C@@]1(C#N)CO1

The geometry in ORCA input format:
```
! RIJCOSX wB97M-V def2-TZVPD def2/J DEFGRID3
* xyz 0 1
C 0.827 -0.089 -1.118
C -0.263 0.072 0.010
C -1.459 -0.744 -0.235
N -2.302 -1.538 -0.324
C -0.029 0.426 1.424
O -0.378 1.423 0.441
H 0.364 -0.286 -2.112
H 1.387 0.860 -1.230
H 1.539 -0.907 -0.932
H -0.769 0.457 2.252
H 1.001 0.296 1.774
*
```

Mulliken population analysis, charges in e, atoms 1 to 6: number 1, C, carries -1.168; number 2, C, carries 1.180; number 3, C, carries -0.152; number 4, N, carries -0.401; number 5, C, carries -0.487; number 6, O, carries -0.427

---

# C4H5NO

C4H5NO in the gas phase (wB97M-V/def2-TZVPD, the OMol25 dataset).

Results
Kohn-Sham gap = 10.71 eV
Energy relative to the best compared isomer or geometry (same formula, charge and spin) = 44.84 kcal per mole

The geometry in ORCA input format:
```
! RIJCOSX wB97M-V def2-TZVPD def2/J DEFGRID3
* xyz 0 1
C 0.936 1.038 -0.292
C 0.340 0.142 0.757
O 0.710 0.120 1.907
C -0.888 -0.760 0.396
C -0.628 -1.396 -1.847
N -1.272 -0.881 -1.006
H 1.628 1.737 0.183
H 0.144 1.571 -0.823
H 1.465 0.428 -1.026
H -1.737 -0.301 0.819
H -0.702 -1.731 0.898
*
```

Mulliken population analysis, charges in e, atoms 1 to 6: number 1, C, carries -1.122; number 2, C, carries 0.687; number 3, O, carries -0.539; number 4, C, carries -0.392; number 5, C, carries -0.018; number 6, N, carries -0.224

---

# C4H5NO

C4H5NO in the gas phase (wB97M-V/def2-TZVPD, the OMol25 dataset).

Results
Kohn-Sham gap = 10.32 eV
Energy relative to the best compared isomer or geometry (same formula, charge and spin) = 26.80 kcal per mole
Structure (SMILES) = [H]/N=C1/C=CCO1

The geometry in ORCA input format:
```
! RIJCOSX wB97M-V def2-TZVPD def2/J DEFGRID3
* xyz 0 1
H 2.789 -0.862 -0.033
N 2.329 0.048 0.005
C 1.065 -0.022 -0.045
C 0.137 1.110 -0.255
C -1.116 0.691 -0.097
C -1.085 -0.769 0.265
O 0.296 -1.158 0.026
H 0.470 2.073 -0.614
H -2.008 1.280 -0.293
H -1.858 -1.353 -0.276
H -1.018 -1.039 1.317
*
```

Mulliken population analysis, charges in e, atoms 1 to 6: number 1, H, carries 0.266; number 2, N, carries -0.698; number 3, C, carries 0.426; number 4, C, carries -0.274; number 5, C, carries -0.333; number 6, C, carries -0.268

---

Please write out number 2 again, unchanged.
# C4H5NO

C4H5NO in the gas phase (wB97M-V/def2-TZVPD, the OMol25 dataset).

Results
Kohn-Sham gap = 10.28 eV
Energy relative to the best compared isomer or geometry (same formula, charge and spin) = 8.62 kcal per mole
Structure (SMILES) = Cc1cocn1

The geometry in ORCA input format:
```
! RIJCOSX wB97M-V def2-TZVPD def2/J DEFGRID3
* xyz 0 1
C -1.659 -0.346 -0.030
C -0.190 -0.066 0.019
C 0.465 1.095 0.236
O 1.806 0.864 0.129
C 1.891 -0.452 -0.151
N 0.757 -1.060 -0.231
H -1.801 -1.411 -0.221
H -2.148 0.216 -0.831
H -2.169 -0.084 0.902
H 0.163 2.106 0.463
H 2.884 -0.863 -0.285
*
```

Mulliken population analysis, charges in e, atoms 1 to 6: number 1, C, carries -1.075; number 2, C, carries 0.682; number 3, C, carries -0.413; number 4, O, carries -0.323; number 5, C, carries 0.029; number 6, N, carries -0.521

---

> What is the energy relative to the best compared isomer or geometry (same formula, charge and spin) in the first record?

81.85 kcal per mole